Record 1
{
  "formula": "C27H63N8O9Pt",
  "method": "ωB97M-V/def2-TZVPD",
  "symbols": ["Pt", "C", "C", "C", "O", "H", "H", "H", "H", "H", "H", "H", "C", "O", "N", "C", "C", "H", "H", "H", "H", "H", "H", "H", "C", "O", "N", "C", "C", "H", "H", "H", "H", "H", "H", "H", "C", "O", "N", "C", "C", "H", "H", "H", "H", "H", "H", "H", "C", "O", "N", "C", "C", "H", "H", "H", "H", "H", "H", "H", "C", "O", "N", "C", "C", "H", "H", "H", "H", "H", "H", "H", "C", "O", "N", "C", "C", "H", "H", "H", "H", "H", "H", "H", "C", "O", "N", "C", "C", "H", "H", "H", "H", "H", "H", "H", "C", "O", "N", "C", "C", "H", "H", "H", "H", "H", "H", "H"],
  "coordinates": [[17.395, -3.380, -4.542], [17.149, -0.751, -1.127], [16.096, -0.976, -2.296], [15.854, 0.280, -3.059], [16.569, -2.035, -3.083], [16.992, -1.508, -0.359], [16.822, 0.160, -0.625], [18.203, -0.707, -1.403], [15.181, -1.314, -1.812], [15.378, 0.024, -4.006], [16.695, 0.777, -3.544], [15.257, 1.033, -2.544], [11.898, 1.870, -1.568], [11.573, 2.225, -0.450], [11.844, 0.617, -1.958], [11.592, 0.274, -3.365], [11.809, -0.575, -0.972], [11.982, 2.652, -2.339], [10.844, -0.496, -3.553], [12.594, 0.038, -3.722], [11.347, 1.187, -3.908], [12.264, -1.431, -1.472], [12.472, -0.499, -0.110], [10.779, -0.754, -0.665], [15.952, -1.257, -6.679], [16.594, -2.153, -6.148], [16.618, -0.145, -7.018], [15.774, 1.116, -7.233], [18.094, -0.101, -7.356], [14.868, -1.066, -6.645], [15.975, 1.533, -8.220], [16.287, 1.927, -6.715], [14.700, 1.058, -7.060], [18.464, -0.079, -8.380], [18.442, 0.845, -6.942], [18.564, -0.861, -6.731], [11.837, 5.487, -3.876], [10.883, 4.796, -3.410], [13.004, 4.890, -4.447], [14.078, 5.859, -4.893], [13.155, 3.457, -4.653], [11.821, 6.586, -3.811], [14.310, 5.986, -5.951], [15.028, 5.525, -4.476], [14.146, 6.872, -4.498], [13.524, 3.278, -5.664], [13.624, 2.956, -3.807], [12.259, 2.876, -4.870], [13.594, -4.116, 2.576], [13.172, -5.248, 2.724], [13.963, -3.785, 1.320], [14.755, -2.551, 1.094], [13.738, -4.672, 0.103], [13.907, -3.452, 3.397], [14.603, -1.892, 1.949], [14.417, -2.099, 0.162], [15.832, -2.714, 1.054], [13.249, -5.517, 0.589], [13.093, -4.149, -0.603], [14.647, -5.034, -0.378], [16.485, -0.754, 4.651], [16.622, -1.097, 5.834], [17.492, -0.306, 3.870], [18.923, -0.422, 4.143], [17.117, -0.105, 2.410], [15.473, -0.815, 4.223], [19.468, 0.465, 3.820], [19.286, -1.205, 3.478], [19.252, -0.657, 5.155], [17.769, 0.516, 1.796], [17.184, -1.023, 1.826], [16.118, 0.331, 2.432], [18.926, 4.752, -5.522], [19.450, 3.674, -5.850], [18.227, 4.930, -4.394], [18.020, 6.289, -3.965], [18.211, 3.896, -3.372], [18.935, 5.622, -6.196], [18.927, 6.540, -3.415], [17.206, 6.390, -3.246], [17.851, 6.902, -4.850], [17.725, 3.003, -3.766], [19.260, 3.746, -3.120], [17.572, 4.162, -2.530], [20.509, -1.768, -4.526], [19.297, -2.069, -4.470], [21.042, -0.696, -3.887], [22.385, -0.330, -4.155], [20.217, 0.276, -3.230], [21.170, -2.387, -5.151], [23.123, -0.380, -3.354], [22.482, 0.655, -4.610], [22.847, -1.007, -4.873], [20.106, 1.108, -3.926], [19.179, -0.036, -3.112], [20.818, 0.560, -2.366], [21.874, -3.005, 1.846], [20.951, -2.407, 2.401], [22.291, -2.860, 0.561], [23.713, -3.179, 0.159], [21.533, -2.079, -0.467], [22.490, -3.709, 2.426], [24.254, -2.260, -0.066], [23.882, -3.832, -0.697], [24.119, -3.680, 1.038], [22.092, -1.326, -1.023], [21.338, -2.777, -1.281], [20.563, -1.715, -0.130]],
  "mulliken_charge": [2.51, -0.62, 1.23, -0.89, -0.94, 0.08, 0.42, -0.21, -0.08, 0.08, -0.26, 0.51, 0.19, -0.60, 0.22, -0.84, -1.08, 0.13, 0.36, 0.17, 0.32, 0.34, 0.32, 0.44, -0.01, -0.97, 0.17, -0.85, -0.64, 0.36, 0.47, 0.18, 0.31, 0.29, 0.17, 0.16, 0.05, -0.55, 0.26, -0.99, -1.11, 0.35, 0.32, 0.26, 0.37, 0.40, 0.43, 0.29, 0.22, -0.60, 0.07, -0.39, -0.89, 0.33, 0.24, -0.43, 0.52, 0.37, 0.23, 0.30, 0.15, -0.60, 0.11, -0.89, -1.23, 0.30, 0.28, 0.39, 0.33, 0.38, 0.40, 0.44, -0.04, -0.57, 0.36, -1.06, -0.80, 0.29, 0.39, 0.31, 0.34, -0.02, 0.39, 0.40, -0.19, -0.98, 0.44, -0.99, -0.41, 0.38, 0.29, 0.34, 0.35, 0.57, -0.71, 0.44, 0.05, -0.57, 0.18, -0.87, -1.00, 0.32, 0.31, 0.29, 0.31, 0.26, 0.37, 0.28],
  "charge": 1,
  "spin_multiplicity": 3,
  "e_lumo_ev": [-4.122, -5.331],
  "s_squared": 2.0201,
  "de_lowest_kcal_mol": 55.01
}

Record 2
{
  "formula": "C27H64I2N9O15P2S2",
  "method": "ωB97M-V/def2-TZVPD",
  "symbols": ["C", "C", "I", "C", "I", "S", "O", "O", "N", "S", "O", "O", "P", "P", "O", "O", "O", "H", "H", "H", "H", "H", "H", "H", "H", "C", "O", "N", "C", "C", "H", "H", "H", "H", "H", "H", "H", "C", "O", "N", "C", "C", "H", "H", "H", "H", "H", "H", "H", "C", "O", "N", "C", "C", "H", "H", "H", "H", "H", "H", "H", "C", "O", "N", "C", "C", "H", "H", "H", "H", "H", "H", "H", "C", "O", "N", "C", "C", "H", "H", "H", "H", "H", "H", "H", "C", "O", "N", "C", "C", "H", "H", "H", "H", "H", "H", "H", "C", "O", "N", "C", "C", "H", "H", "H", "H", "H", "H", "H", "C", "O", "N", "C", "C", "H", "H", "H", "H", "H", "H", "H"],
  "coordinates": [[-0.333, -5.392, -0.818], [-0.215, -3.881, -0.842], [0.705, -3.117, 0.949], [0.380, -3.289, -2.099], [-0.842, -3.988, -3.748], [2.142, -3.690, -2.489], [2.788, -4.280, -1.369], [2.113, -4.546, -3.617], [2.707, -2.269, -3.013], [3.525, -1.384, -1.980], [4.929, -1.451, -2.203], [3.109, -1.444, -0.618], [2.938, 0.562, -2.713], [0.789, 0.500, -2.486], [0.249, 1.842, -2.366], [0.165, -0.177, -3.767], [0.323, -0.338, -1.239], [-1.297, -5.637, -1.239], [0.398, -5.870, -1.449], [-0.336, -5.778, 0.185], [-1.213, -3.487, -0.793], [0.278, -2.223, -2.114], [3.326, 1.493, -1.733], [0.001, -1.124, -3.590], [0.106, 0.281, -0.514], [-3.498, -0.914, -2.602], [-4.042, -1.980, -2.375], [-4.124, 0.178, -3.067], [-3.427, 1.430, -3.312], [-5.550, 0.099, -3.329], [-2.419, -0.752, -2.429], [-3.857, 2.217, -2.689], [-3.527, 1.710, -4.361], [-2.371, 1.326, -3.072], [-6.085, -0.161, -2.414], [-5.754, -0.673, -4.071], [-5.904, 1.058, -3.697], [-1.618, 6.695, -3.365], [-2.615, 6.063, -3.666], [-0.624, 6.244, -2.590], [0.535, 7.054, -2.268], [-0.705, 4.893, -2.049], [-1.450, 7.729, -3.719], [1.440, 6.558, -2.632], [0.607, 7.188, -1.193], [0.455, 8.032, -2.739], [-0.766, 4.169, -2.857], [-1.601, 4.797, -1.434], [0.173, 4.682, -1.447], [1.806, 9.150, 0.883], [0.808, 8.521, 0.587], [2.801, 8.676, 1.650], [3.971, 9.467, 1.972], [2.692, 7.321, 2.170], [1.978, 10.183, 0.535], [4.873, 8.972, 1.605], [4.054, 9.595, 3.053], [3.897, 10.448, 1.508], [2.612, 6.610, 1.349], [1.798, 7.229, 2.786], [3.570, 7.088, 2.766], [-2.141, -0.382, 2.675], [-1.472, 0.264, 1.891], [-3.103, -1.249, 2.327], [-3.865, -1.995, 3.306], [-3.373, -1.443, 0.909], [-1.996, -0.304, 3.769], [-3.722, -3.067, 3.155], [-4.929, -1.764, 3.211], [-3.540, -1.739, 4.312], [-2.471, -1.795, 0.407], [-3.670, -0.500, 0.450], [-4.168, -2.173, 0.786], [-2.374, -6.126, 3.123], [-1.534, -6.147, 2.247], [-2.079, -6.087, 4.431], [-3.087, -6.015, 5.474], [-0.675, -6.102, 4.806], [-3.459, -6.099, 2.913], [-2.936, -5.086, 6.028], [-2.993, -6.876, 6.142], [-4.086, -6.010, 5.042], [-0.158, -5.251, 4.361], [-0.198, -7.011, 4.438], [-0.589, -6.059, 5.889], [7.308, -2.022, 3.099], [6.551, -1.336, 3.763], [7.282, -2.136, 1.766], [8.223, -2.972, 1.052], [6.278, -1.404, 1.000], [8.110, -2.625, 3.564], [8.804, -2.369, 0.351], [7.690, -3.743, 0.493], [8.904, -3.452, 1.753], [6.383, -0.333, 1.179], [5.281, -1.710, 1.313], [6.394, -1.611, -0.060], [-3.090, 0.901, -7.063], [-4.148, 1.255, -7.551], [-1.880, 1.262, -7.513], [-0.655, 0.803, -6.882], [-1.803, 2.138, -8.668], [-3.040, 0.230, -6.187], [-0.073, 1.655, -6.530], [-0.060, 0.235, -7.601], [-0.885, 0.166, -6.034], [-2.314, 3.079, -8.458], [-2.291, 1.672, -9.525], [-0.761, 2.335, -8.905], [-1.643, -2.766, 6.004], [-2.799, -3.004, 6.320], [-0.791, -2.023, 6.719], [0.572, -1.778, 6.278], [-1.251, -1.447, 7.972], [-1.199, -3.154, 5.072], [1.279, -2.160, 7.017], [0.738, -0.707, 6.151], [0.753, -2.275, 5.328], [-1.567, -2.237, 8.653], [-2.104, -0.794, 7.791], [-0.446, -0.877, 8.426]],
  "mulliken_charge": [-1.16, -0.56, 0.11, 1.01, 0.16, 1.46, -0.62, -0.75, -0.44, 0.74, -0.64, -0.34, -0.31, 0.25, -0.30, 0.04, -0.16, 0.36, 0.27, 0.30, 0.59, -1.60, 0.03, 0.26, 0.30, 0.39, -0.69, 0.29, -0.84, -1.12, 0.27, 0.37, 0.34, 0.07, 0.29, 0.33, 0.41, 0.11, -0.60, 0.22, -1.02, -0.96, 0.25, 0.31, 0.44, 0.30, 0.31, 0.29, 0.35, 0.13, -0.61, 0.11, -0.92, -0.91, 0.28, 0.34, 0.33, 0.29, 0.27, 0.29, 0.38, -0.07, -0.57, 0.32, -0.96, -0.62, 0.34, 0.27, 0.35, 0.31, -0.12, 0.26, 0.43, 0.05, -0.63, 0.16, -0.78, -0.98, 0.34, 0.22, 0.34, 0.29, 0.22, 0.36, 0.39, 0.13, -0.61, 0.19, -0.89, -1.03, 0.24, 0.31, 0.32, 0.31, 0.28, 0.33, 0.41, -0.07, -0.67, 0.16, -0.73, -1.01, 0.50, 0.36, 0.36, 0.04, 0.31, 0.29, 0.40, 0.18, -0.75, 0.13, -0.93, -1.02, 0.38, 0.38, 0.36, 0.30, 0.29, 0.30, 0.41],
  "charge": -1,
  "spin_multiplicity": 1,
  "e_lumo_ev": 1.799,
  "de_lowest_kcal_mol": 21.46
}

no.,total energy (Eh),F_max (hartree/bohr)
1,-2300.51796,0.08324
2,-4763.21371,0.04067